No. 1
Density functional theory data (the ωB97M-V functional and the def2-TZVPD basis) for C21H31F5HfP2 as an isolated structure.

The geometry in ORCA input format:
```
! wB97M-V def2-TZVPD RIJCOSX def2/J DEFGRID3
* xyz 2 1
P 0.256 -1.866 0.997
P 0.019 1.202 1.012
C -0.065 -1.053 -0.650
C 0.337 0.415 -0.651
H -1.138 -1.169 -0.870
H 0.477 -1.601 -1.434
H 1.410 0.530 -0.873
H -0.218 0.946 -1.440
C -1.662 1.832 0.822
H -1.911 2.444 1.696
H -2.386 1.011 0.762
H -1.746 2.454 -0.081
C 1.074 2.686 0.992
H 0.943 3.230 0.048
H 2.132 2.419 1.113
H 0.778 3.336 1.823
C -0.852 -3.310 0.880
H -0.643 -4.037 1.677
H -0.712 -3.822 -0.087
H -1.902 -2.989 0.941
C 1.894 -2.627 0.669
H 2.688 -1.867 0.693
H 1.872 -3.107 -0.321
H 2.091 -3.386 1.439
Hf 0.905 -0.211 2.902
C 0.621 1.246 -4.108
C -0.701 1.281 -3.896
C -1.749 0.560 -4.691
C -1.355 -0.835 -5.239
C -0.656 -1.713 -4.237
C 0.659 -1.763 -3.986
C 1.730 -0.985 -4.691
C 1.346 0.444 -5.152
C 0.252 -1.961 4.023
H 1.268 1.901 -3.515
H -1.098 1.993 -3.165
H -2.070 1.182 -5.546
H -2.636 0.435 -4.053
H -2.295 -1.334 -5.538
H -0.766 -0.716 -6.158
H -1.319 -2.415 -3.720
H 1.033 -2.529 -3.299
H 2.081 -1.544 -5.577
H 2.595 -0.904 -4.015
H 2.292 0.964 -5.392
H 0.778 0.388 -6.089
H 0.765 -1.858 5.001
H 0.441 -2.980 3.645
H -0.838 -1.876 4.223
F -2.564 0.337 4.833
C -1.462 1.071 5.145
C -0.326 1.061 4.319
C 0.760 1.816 4.790
F 1.985 1.561 4.078
C 0.762 2.633 5.905
F 1.830 3.408 6.218
C -0.399 2.623 6.687
F -0.473 3.370 7.803
C -1.496 1.836 6.305
F -2.635 1.843 7.034
*
```

Properties
* HOMO level: -13.6 eV
* energy relative to the best compared isomer or geometry (same formula, charge and spin): 0.000 eV

***

No. 2
Density functional theory data (the ωB97M-V functional and the def2-TZVPD basis) for one molecule with the formula C2H6I3NSi.

The geometry in ORCA input format:
```
! wB97M-V def2-TZVPD RIJCOSX def2/J DEFGRID3
* xyz 0 1
C 0.945 -1.843 -0.358
C 0.664 -0.394 -0.251
N -0.517 -0.091 0.589
Si -1.063 2.064 0.567
I -0.055 2.626 2.783
I -0.030 3.049 -1.454
I -3.531 2.018 0.544
H -0.006 -2.314 -0.977
H 1.701 -2.016 -1.091
H 1.141 -2.450 0.601
H 1.461 0.201 0.030
H 0.533 -0.152 -1.359
H -1.243 -0.698 0.375
*
```

Properties
* SMILES string: CCN[Si](I)(I)I
* HOMO level: -8.7 eV
* energy relative to the best compared isomer or geometry (same formula, charge and spin): 1.581 eV

***

No. 3
Density functional theory data (the ωB97M-V functional and the def2-TZVPD basis) for C6H5F as an isolated structure.

The geometry in ORCA input format:
```
! wB97M-V def2-TZVPD RIJCOSX def2/J DEFGRID3
* xyz 0 1
C 2.711 -0.163 0.645
C -2.855 0.946 0.245
C 1.805 0.078 -0.068
C -1.836 0.297 0.314
C 0.667 0.182 -0.919
C -0.659 -0.531 0.281
F -0.915 -1.792 -0.220
H 3.502 -0.653 1.124
H -3.525 1.844 0.222
H 0.285 1.160 -1.228
H 1.009 -0.521 -1.691
H -0.188 -0.846 1.296
*
```

Properties
* HOMO level: -9.5 eV
* energy relative to the best compared isomer or geometry (same formula, charge and spin): 5.306 eV